[1]
{
  "formula": "C6H11F2O3S",
  "method": "ωB97M-V/def2-TZVPD",
  "species": ["C", "C", "C", "C", "C", "C", "O", "O", "O", "F", "F", "S", "H", "H", "H", "H", "H", "H", "H", "H", "H", "H", "H"],
  "coordinates": [[1.23052, 0.73897, -1.36724], [0.43242, 0.12702, 1.62260], [-1.53346, -1.05571, 0.51592], [-0.03706, 0.24651, -0.86065], [-0.09234, -0.59519, 0.39963], [0.68423, -1.89762, 0.18314], [0.84163, -4.15749, -1.17739], [-0.73670, -2.44727, -1.98293], [1.69927, -2.18259, -2.23972], [0.32302, -2.85089, 1.10238], [1.96168, -1.56338, 0.28952], [0.62386, -2.77142, -1.48823], [1.08165, 1.30797, -2.26012], [1.73964, 1.54678, -0.64387], [1.84981, -0.03626, -1.49185], [1.50659, 0.23467, 1.55090], [0.17381, -0.36689, 2.50291], [0.08138, 1.23503, 1.64438], [-1.74095, -1.66093, -0.47841], [-1.67467, -1.72742, 1.31507], [-2.08196, -0.14597, 0.64188], [-0.71664, 1.03471, -0.68497], [-0.36238, -0.20135, -1.73077]],
  "forces_ev_per_a": [[1.07, 5.46, 2.78], [0.14, 2.84, -1.56], [0.05, -0.51, -2.48], [-0.13, 0.61, 1.14], [-0.58, -1.70, -0.87], [-0.80, -0.02, -1.24], [-0.09, -0.67, 0.32], [1.20, -0.61, 0.03], [0.40, 0.66, -0.51], [0.63, 0.38, 0.39], [2.25, -0.49, 1.09], [-1.98, 0.26, -0.19], [-0.04, 0.10, -0.85], [-0.75, -1.69, -1.18], [2.67, -2.54, -0.85], [0.30, -0.15, 0.17], [-0.46, -0.73, 1.58], [0.09, -1.85, 0.03], [-0.09, 1.56, 2.02], [-0.28, -0.59, 1.18], [-1.09, 0.31, -0.05], [-0.89, 1.28, 0.25], [-1.62, -1.91, -1.20]],
  "largest_force_ev_per_a": 6.22,
  "total_energy_ev": -28814.2640,
  "e_homo_ev": -5.391,
  "charge": -1
}

***

[2]
{
  "formula": "C6H11I2N2O",
  "method": "ωB97M-V/def2-TZVPD",
  "species": ["C", "C", "C", "C", "C", "C", "N", "N", "O", "I", "I", "H", "H", "H", "H", "H", "H", "H", "H", "H", "H", "H"],
  "coordinates": [[-1.97223, 1.01211, -0.31651], [-0.65050, 1.66868, -0.67129], [-0.99772, -0.46132, 1.53219], [0.44890, 0.71067, -1.15073], [0.20365, -1.01021, 0.85780], [2.16971, -0.78147, -0.62712], [-2.01725, 0.00760, 0.65821], [1.00456, -0.05767, -0.03965], [-3.03579, 1.37373, -0.78009], [-0.55455, -2.83310, -0.41723], [1.54643, -1.68978, 2.43464], [-1.07318, 2.43771, -1.41545], [-0.24552, 2.09051, 0.16478], [-1.32012, -1.27714, 2.04373], [-0.62303, 0.33673, 2.29675], [-0.11881, -0.02501, -1.82805], [1.20708, 1.16945, -1.60850], [2.59251, -1.51681, -0.07450], [1.92902, -1.40758, -1.44651], [2.95030, -0.26251, -1.02333], [-3.00535, -0.00810, 0.78276], [1.56189, 0.52351, 0.62812]],
  "forces_ev_per_a": [[-0.18, -0.37, 0.90], [-1.73, -0.40, -2.81], [1.03, 3.94, -0.15], [-6.46, -2.06, 0.12], [0.51, -1.84, -1.47], [-1.66, -1.37, -1.52], [0.25, 1.37, -1.78], [3.01, -1.19, 1.16], [0.94, -0.04, -0.10], [0.75, 1.54, 0.91], [-0.47, 0.15, -0.36], [1.61, -0.96, 0.86], [0.64, 1.95, 2.42], [-1.39, -2.05, 1.89], [-0.69, -1.10, -1.05], [1.51, 0.74, 0.68], [2.89, 1.75, -1.89], [1.00, -1.65, 2.83], [-1.42, -0.21, -1.16], [1.78, 2.77, -0.53], [-0.76, -1.24, 1.25], [-1.16, 0.30, -0.21]],
  "largest_force_ev_per_a": 6.78,
  "total_energy_ev": -27620.3939,
  "e_homo_ev": -13.403,
  "relative_energy_kcal_mol": 18.0,
  "charge": 1
}

***

[3]
{
  "formula": "C6H11IN",
  "method": "ωB97M-V/def2-TZVPD",
  "species": ["C", "C", "C", "C", "C", "C", "N", "I", "H", "H", "H", "H", "H", "H", "H", "H", "H", "H", "H"],
  "coordinates": [[0.61829, -0.73512, 2.84719], [-1.81586, -0.88507, -1.67215], [-0.47751, -0.22515, 1.89974], [1.08687, 1.33948, 0.55557], [-0.10234, -0.07293, -3.15897], [-0.15127, 0.59775, 0.84085], [-1.07549, -0.87517, -2.59940], [-1.98875, 1.02904, -0.32208], [1.15506, 0.03906, 3.39749], [1.23456, -1.38462, 2.35890], [0.27826, -1.48806, 3.57105], [-2.36166, -1.66562, -1.16976], [-1.44204, -0.51804, 2.13761], [1.77503, 0.52983, 0.50410], [1.15540, 1.88620, -0.36095], [1.41708, 1.95281, 1.39676], [-0.20713, -0.02591, -4.22613], [1.01041, -0.51357, -3.18480], [-0.10891, 1.01506, -2.81502]],
  "forces_ev_per_a": [[-2.09, 0.78, 1.22], [0.07, -0.21, 0.32], [3.53, 1.71, -1.37], [0.20, -0.44, 0.50], [3.32, 1.67, -1.23], [-2.89, -1.20, 2.31], [0.30, -1.06, 0.28], [0.67, 0.38, 0.50], [0.03, -0.01, -0.29], [2.39, -1.07, -1.96], [-0.81, 0.75, 0.20], [-0.44, 0.04, -0.04], [-1.79, -0.51, -0.08], [1.27, -0.54, -0.24], [-0.28, 0.30, -0.47], [-0.33, 0.14, -0.06], [-0.66, 0.03, -0.66], [-2.53, 0.63, 0.98], [0.03, -1.39, 0.07]],
  "largest_force_ev_per_a": 4.15,
  "total_energy_ev": -15980.7301,
  "e_homo_ev": -13.302,
  "relative_energy_kcal_mol": 70.5,
  "charge": 1
}

***

[4]
{
  "formula": "C6H11N",
  "method": "ωB97M-V/def2-TZVPD",
  "species": ["C", "C", "C", "C", "C", "C", "H", "H", "H", "H", "H", "H", "H", "H", "H", "H", "H", "N"],
  "coordinates": [[3.46314, -0.28774, 0.46651], [2.43939, -0.27728, -0.50885], [1.29659, 0.60073, -0.29359], [-1.17365, 0.49132, -0.23403], [-2.42651, -0.45348, -0.17489], [-3.57237, -0.12851, 0.22795], [3.37714, 0.15515, 1.45544], [4.48339, -0.82180, 0.35780], [2.50342, -1.07536, -1.27655], [1.10511, 1.21873, 0.89188], [1.30869, 1.33025, -1.31024], [0.13195, -0.94645, 0.64623], [-1.19471, 1.11225, -1.02591], [-1.12578, 1.11985, 0.69496], [-2.28709, -1.73512, -0.55472], [-4.61179, -0.82580, 0.22383], [-3.69824, 0.77446, 0.72240], [-0.01869, -0.25120, -0.30819]],
  "forces_ev_per_a": [[-0.47, -1.20, -2.39], [4.23, -1.15, 4.17], [-4.25, 1.59, 0.15], [-2.21, -1.82, 4.10], [4.90, -4.71, -2.83], [-6.64, -1.85, 1.29], [-0.26, 0.61, -0.42], [-2.07, 0.55, -0.18], [-0.30, 1.25, 0.01], [1.61, -1.27, -3.79], [-0.54, -1.39, 3.06], [-0.78, 2.53, -3.52], [-0.48, 2.15, -2.89], [-0.69, 0.04, -0.38], [-0.03, 4.32, 0.84], [3.30, 1.79, -0.05], [-0.54, 1.91, 0.58], [5.20, -3.36, 2.24]],
  "largest_force_ev_per_a": 7.36,
  "total_energy_ev": -7884.6568,
  "e_homo_ev": -8.852,
  "relative_energy_kcal_mol": 135.5
}